Density functional theory data (wB97M-V/def2-TZVPD) for the molecule C3H4N2O.

XYZ file:
```
10
Properties=species:S:1:pos:R:3:forces:R:3
C 0.0990 0.5586 0.9426 -0.3045 -0.6164 0.1971
C 0.1887 0.8591 -0.6337 0.7461 -1.8952 -0.1805
C -0.1895 -1.4482 -1.3113 -2.4960 2.7691 0.2377
N 0.2125 1.4442 1.8653 -0.2868 -0.5794 -1.5556
N 0.1559 -0.1028 -1.5433 0.8258 3.0788 2.5223
O 0.4693 -2.3646 -0.9799 0.8530 -1.0467 0.0055
H -0.0789 -0.5179 1.3206 0.1843 1.2955 -1.4580
H 0.4075 1.9552 -0.9318 -0.5107 -1.9665 0.4208
H -1.3150 -1.3636 -1.4941 0.7158 -1.3185 0.0073
H 0.0505 0.9799 2.7657 0.2730 0.2791 -0.1965
```
Forces are in eV/Å.

## Properties
HOMO-LUMO gap   9.7 eV
Highest occupied orbital energy   -10.1917 eV
Energy relative to the best compared isomer or geometry (same formula, charge and spin)   2.6637 eV
Total charge   0

Density functional theory data (wB97M-V/def2-TZVPD) for the molecule C3H5N3OS.

XYZ file:
```
13
Properties=species:S:1:pos:R:3:forces:R:3
C -0.4169 -2.2057 0.1985 0.2337 -0.3887 0.0356
C -1.1970 0.1096 0.3112 1.0923 -0.3933 -0.2197
C 0.7350 2.7421 -0.3087 -0.7375 -1.0114 0.2796
H 1.4990 -2.5215 -0.3063 -0.1802 0.1479 0.0512
H 1.0152 -0.7984 -0.2492 -0.1097 -0.6713 0.0774
H -2.1098 0.6079 0.5366 -0.6064 0.4859 0.1218
H 1.6821 2.2514 -0.5558 -0.2231 0.0539 0.0764
H 0.6707 3.8108 -0.3042 -0.0478 0.4230 -0.0676
N 0.8108 -1.8024 -0.1394 -0.0204 0.5127 -0.0734
N -0.1113 0.7045 0.0044 -0.5559 -0.2149 0.0485
N -0.3233 2.0878 0.0015 1.1039 0.7564 -0.2469
O -1.3575 -1.2185 0.4114 -0.0340 -0.0777 -0.0158
S -0.8971 -3.7676 0.4000 0.0852 0.3775 -0.0670
```
Forces are in eV/Å.

## Properties
HOMO-LUMO gap   8.9 eV
Highest occupied orbital energy   -8.6903 eV
Energy relative to the best compared isomer or geometry (same formula, charge and spin)   2.2539 eV
Total charge   0

Density functional theory data (wB97M-V/def2-TZVPD) for the molecule C5H6N2S.

XYZ file:
```
14
Properties=species:S:1:pos:R:3:forces:R:3
C 1.3525 2.6088 0.2638 -0.6502 -0.3881 0.0548
C 0.1083 1.0470 -1.0643 1.4902 2.9069 0.6336
C -0.6164 -0.0194 -1.7409 -0.2911 -1.4559 1.7828
C 0.8503 1.2762 0.0992 -0.6038 -1.7278 -0.7456
C 1.2547 0.2599 1.1963 -1.6078 -0.1494 -0.9603
N 1.6124 3.7033 0.4850 0.4316 0.5120 0.0147
N -1.2061 -2.2038 -0.0300 0.8176 3.2457 -1.2214
S -1.3469 -1.4900 -1.4508 1.1008 -0.4185 1.3719
H 0.1725 2.0723 -1.6131 -0.6764 -2.2256 0.2382
H -0.8649 0.0377 -2.7760 -0.0495 0.9310 -0.6867
H 2.0430 -0.3966 0.7322 -0.7651 0.4666 1.0321
H 0.2922 -0.2777 1.3959 1.0559 -0.3317 -0.3310
H 1.4761 0.6988 2.1843 0.5464 0.0617 -0.8220
H -1.4552 -3.1478 -0.1545 -0.7985 -1.4266 -0.3611
```
Forces are in eV/Å.

## Properties
HOMO-LUMO gap (spin up / spin down)   7.2 / 7.2 eV
Highest occupied orbital energy (spin up / spin down)   -8.6075 / -8.6105 eV
Energy relative to the best compared isomer or geometry (same formula, charge and spin)   3.9538 eV
Total charge   0

Density functional theory data (wB97M-V/def2-TZVPD) for a cluster of 9 separate species, C17H56O21P4 in total.

XYZ file:
```
98
Properties=species:S:1:pos:R:3:forces:R:3
C -24.2323 -5.1539 4.4189 -0.7266 1.0632 -1.5699
O -23.6987 -4.1540 3.5276 0.8821 0.3545 0.9075
H -24.4105 -4.6962 5.3899 0.2868 0.0659 0.0339
H -25.2094 -5.3228 3.9582 -0.0636 -0.9675 0.7014
H -23.5852 -6.0265 4.4941 -0.1864 -0.1281 0.0050
H -23.9355 -4.3333 2.6190 -0.1909 -0.3101 -0.0523
C -21.7844 -9.9305 6.3321 0.2800 0.0906 0.2166
O -22.8704 -9.0905 6.6761 -0.4547 0.3304 0.1582
H -22.0999 -10.9626 6.1777 -0.0860 -0.0449 0.1232
H -21.3139 -9.5822 5.4119 -0.1151 0.1145 -0.0337
H -21.0377 -9.8748 7.1267 0.1079 -0.2602 -0.0865
H -22.8707 -8.8914 7.6339 0.0797 -0.2298 -0.2897
C -23.8535 -7.6925 10.1728 0.1393 0.8132 1.0680
O -22.8793 -7.9847 9.1918 0.4715 -0.2336 -0.4432
H -23.8734 -6.6294 10.4347 -0.2894 0.0647 -0.5787
H -24.8291 -8.0275 9.8471 -0.1434 -0.0222 0.0662
H -23.5818 -8.1084 11.1470 -0.0674 -0.6490 -0.2781
H -22.4078 -7.1958 8.9149 -0.0714 0.0660 0.1793
C -26.8517 -11.5072 6.9295 -0.2495 0.0738 0.8221
O -25.5132 -11.3035 7.3657 0.1125 0.2008 -0.6864
H -27.1471 -12.4661 7.3526 -0.2406 0.0335 -0.0645
H -27.4895 -10.7260 7.3520 -0.1716 -0.1285 -0.0506
H -27.0386 -11.5310 5.8533 0.4821 -0.0373 -0.0870
H -25.1807 -10.5420 6.8728 0.1666 -0.0688 0.1071
C -26.1648 -7.2284 6.6300 -0.4805 0.3451 -0.4481
O -25.4407 -8.1854 5.8780 -0.1523 -0.2107 0.4683
H -27.1883 -7.1267 6.2494 0.2740 -0.1284 -0.2567
H -26.3350 -7.4776 7.6810 0.5825 -0.0717 0.0611
H -25.7051 -6.2508 6.4859 0.0077 0.0731 0.4809
H -24.5696 -8.2967 6.3043 -0.1066 -0.1939 -0.4706
C -23.0313 -14.0879 1.7272 -0.1540 -0.6639 -0.8815
O -23.5041 -13.0113 2.5221 0.1045 -0.2617 0.8933
P -24.7885 -13.2448 3.4563 -0.1149 0.1140 -1.0434
O -26.0422 -13.4742 2.7371 0.0815 0.0604 -0.0214
O -24.3818 -14.4699 4.3834 0.2740 1.1665 0.1175
C -25.0134 -14.5783 5.6369 -0.6200 -2.1715 2.2006
O -24.7564 -11.9193 4.3205 0.1708 -0.3132 0.5240
C -24.9066 -10.6921 3.6207 0.2356 0.7562 -1.4562
H -23.3440 -15.0613 2.1093 -0.2393 0.1074 -0.0073
H -21.9450 -14.1543 1.6499 0.0184 0.6337 0.4173
H -23.4118 -13.9427 0.7147 -0.0733 -0.2091 0.0367
H -25.1791 -15.6443 5.8786 0.0936 0.0722 -0.7662
H -26.0182 -14.1776 5.7701 0.2067 0.6796 -0.6340
H -24.3979 -14.3281 6.5067 0.2558 0.9233 -0.5841
H -25.3004 -10.8538 2.6101 -0.2843 -0.1711 0.2247
H -23.9387 -10.2173 3.4271 0.1058 -0.2028 0.4789
H -25.5437 -9.9614 4.1162 -0.0335 -0.4341 0.5090
C -26.1437 -7.3744 2.4796 -0.4995 -0.0804 -0.6425
O -26.7961 -6.2245 1.8798 -0.2043 -0.0529 0.2781
P -27.9001 -6.4106 0.7713 -0.6505 0.7483 -0.1253
O -28.4932 -7.7422 0.6593 0.0495 -0.2457 0.1917
O -28.9518 -5.2417 1.0900 0.6055 -0.3178 0.3465
C -29.9582 -5.4610 2.0765 -1.1113 -0.2093 0.0586
O -27.2394 -5.8419 -0.5524 -0.0037 0.1644 0.6365
C -28.0165 -5.9245 -1.7441 -0.0768 0.0863 -0.8998
H -26.6338 -8.2881 2.1372 0.2877 0.0108 -0.3161
H -26.2711 -7.3812 3.5589 0.3324 0.4953 0.0493
H -25.1237 -7.2691 2.1263 0.2581 -0.5510 0.4657
H -30.0159 -6.4838 2.4601 0.2478 -0.0925 -0.4146
H -30.9023 -5.2386 1.5702 0.0255 -0.0821 0.2616
H -29.8986 -4.8320 2.9685 0.5641 0.3434 -0.3820
H -29.0363 -6.2708 -1.5841 0.1365 -0.3409 0.1990
H -27.4717 -6.5743 -2.4261 -0.2570 -0.1867 -0.0168
H -28.1191 -4.9569 -2.2397 0.3320 0.1861 0.4014
C -24.8720 -4.2787 8.7091 0.6287 -0.5548 -1.1257
O -26.0681 -5.0484 8.5986 -0.4838 0.0736 0.4319
P -27.0346 -5.2450 9.8498 -0.2978 0.1896 0.9852
O -26.5917 -6.1133 10.9498 0.0814 0.0854 -0.7114
O -27.3026 -3.7466 10.3621 -0.3428 -0.3422 -0.5312
C -26.5438 -3.2047 11.4312 0.4935 0.0997 0.6254
O -28.3969 -5.7128 9.1889 1.2201 0.3502 -0.4300
C -28.8580 -5.0648 7.9922 -2.0238 0.9523 0.3575
H -24.6363 -3.9587 9.7165 -0.0411 0.0345 0.0956
H -24.8849 -3.4538 7.9944 -0.4508 0.2702 0.3750
H -24.0823 -4.9195 8.3018 0.1090 -0.0378 0.4780
H -25.9691 -3.9776 11.9437 0.0161 -0.0577 -0.1350
H -27.1803 -2.7517 12.1895 -0.3177 0.0010 -0.2687
H -25.8697 -2.4402 11.0446 -0.0227 0.0200 -0.0324
H -28.1995 -4.3335 7.5294 0.5701 -0.5502 0.0264
H -29.7264 -4.4597 8.2981 0.1754 -0.1156 0.0354
H -29.2915 -5.7881 7.3053 0.6335 -0.2984 -0.0474
C -32.8893 -9.8868 5.8187 -0.1377 -0.1471 -0.5837
O -31.9456 -9.4014 6.7644 -0.0971 0.8594 0.9794
P -30.4013 -9.5728 6.5815 1.0772 -0.3795 -1.3107
O -29.9869 -10.9801 6.5758 0.1894 0.1358 0.6307
O -29.6435 -8.5578 7.5803 -0.7074 -0.9781 -0.2454
C -29.5493 -8.9757 8.9463 -0.6696 -0.2850 1.1595
O -30.0856 -8.8729 5.1845 -0.4357 0.1979 0.3174
C -28.7438 -8.9967 4.6676 -0.5552 0.4562 -0.0067
H -32.3709 -10.4350 5.0348 -0.1076 0.1296 -0.2095
H -33.4255 -9.0212 5.4385 0.0850 -0.0192 -0.2830
H -33.6305 -10.5603 6.2461 0.2924 0.0180 0.5253
H -30.3748 -8.5308 9.5117 0.2008 0.2212 -0.0933
H -28.6088 -8.6863 9.4084 0.0894 0.2657 -0.4101
H -29.6684 -10.0539 9.0965 0.1903 0.0048 -0.5175
H -28.1051 -8.3608 5.2775 0.2373 -0.4143 -0.0972
H -28.7863 -8.5895 3.6609 0.0567 -0.1314 -0.1335
H -28.4512 -10.0415 4.6564 0.2047 -0.0196 0.0482
```
Forces are in eV/Å.

## Properties
HOMO-LUMO gap   9.8 eV
Highest occupied orbital energy   -9.5696 eV
Energy relative to the best compared isomer or geometry (same formula, charge and spin)   0.3494 eV
Total charge   0